1.
{
  "formula": "C27H48ClN5OPRh",
  "method": "the ωB97M-V functional and the def2-TZVPD basis",
  "symbols": ["Rh", "C", "O", "H", "H", "H", "N", "P", "N", "C", "C", "C", "C", "C", "N", "C", "C", "C", "C", "C", "N", "C", "C", "C", "C", "C", "H", "H", "H", "H", "H", "H", "H", "H", "H", "H", "H", "H", "H", "H", "H", "H", "H", "H", "H", "H", "H", "H", "H", "H", "H", "H", "H", "H", "H", "H", "Cl", "C", "C", "C", "C", "C", "C", "C", "H", "H", "H", "H", "H", "H", "C", "C", "C", "C", "N", "H", "H", "H", "H", "H", "H", "H", "H", "H"],
  "positions_angstrom": [[0.43157, -0.67387, 0.51539], [3.21992, 0.28607, 0.15688], [2.17709, 0.08019, 1.05347], [2.88987, 0.44042, -0.87858], [3.93713, -0.55606, 0.15444], [3.79036, 1.18147, 0.45058], [-1.13663, 0.36247, 1.19564], [-2.61426, 0.10149, 1.41608], [-3.58961, 1.46473, 1.65925], [-3.72930, 2.27576, 0.41998], [-4.13060, 3.71661, 0.74383], [-5.04863, 3.76129, 1.95954], [-4.31813, 3.20660, 3.19863], [-3.15726, 2.30511, 2.77853], [-3.42532, -0.60522, 0.11332], [-4.64302, -1.36648, 0.28445], [-5.57443, -1.19878, -0.91666], [-4.85540, -1.49489, -2.25122], [-3.37919, -1.81345, -2.02514], [-2.71907, -0.74714, -1.16327], [-2.99355, -0.81028, 2.79849], [-1.88067, -1.47908, 3.47178], [-2.41338, -2.64386, 4.29419], [-3.29467, -2.12536, 5.43956], [-4.05017, -0.85505, 5.00935], [-4.26766, -0.83728, 3.49911], [-4.50584, 1.80676, -0.19122], [-2.79706, 2.27826, -0.15882], [-4.61670, 4.15003, -0.13356], [-3.23847, 4.32125, 0.92224], [-5.93843, 3.15375, 1.76074], [-5.39566, 4.78233, 2.14053], [-5.01892, 2.62722, 3.80967], [-3.93766, 4.01829, 3.82620], [-2.84792, 1.66726, 3.60964], [-2.27838, 2.89471, 2.49509], [-5.16167, -1.00758, 1.17156], [-4.44056, -2.43765, 0.45236], [-5.94940, -0.17269, -0.91208], [-6.44009, -1.85613, -0.78485], [-4.91816, -0.61904, -2.90293], [-5.34756, -2.31494, -2.78262], [-2.85042, -1.86210, -2.97963], [-3.26135, -2.79267, -1.55169], [-2.71182, 0.20983, -1.70182], [-1.67473, -1.01245, -0.99224], [-1.33964, -0.78290, 4.13064], [-1.15667, -1.80650, 2.72666], [-1.58409, -3.23939, 4.68345], [-2.99318, -3.29530, 3.63332], [-2.66879, -1.89949, 6.30780], [-4.00034, -2.89996, 5.75569], [-3.47759, 0.03448, 5.28436], [-5.01440, -0.78404, 5.52066], [-4.84439, 0.04058, 3.20522], [-4.86818, -1.72243, 3.22790], [-0.86163, 5.52036, -3.10965], [-0.84737, 5.32546, -1.34935], [-1.16820, 6.42677, -0.59202], [-1.17327, 6.37369, 0.80393], [-0.82611, 5.13760, 1.38801], [-0.52410, 4.03272, 0.63954], [-0.52457, 4.02499, -0.81558], [-0.23930, 2.88834, -1.52750], [-1.41547, 7.34863, -1.10900], [-1.42595, 7.24220, 1.39861], [-0.79788, 5.04781, 2.47227], [-0.27457, 3.09432, 1.12577], [-0.05548, 1.97495, -0.97049], [-0.21670, 2.87782, -2.60802], [1.85097, -3.12775, 1.89179], [1.43614, -3.33982, 0.43185], [2.66491, -3.31398, -0.47518], [0.73340, -4.69698, 0.29165], [0.51816, -2.30684, -0.05842], [2.57950, -3.88163, 2.21595], [0.97220, -3.19106, 2.53950], [2.27421, -2.12929, 2.00842], [3.36658, -4.10794, -0.19350], [3.16583, -2.35145, -0.40285], [2.36079, -3.46147, -1.51392], [1.36588, -5.51479, 0.65490], [0.48442, -4.88150, -0.75582], [-0.19649, -4.69291, 0.86479]],
  "charge": -2,
  "orbital_gap_ev": 4.0,
  "relative_energy_kj_mol": 43.1,
  "e_homo_ev": 0.45
}

=====

2.
{
  "formula": "C27H48FIN2O6",
  "method": "the ωB97M-V functional and the def2-TZVPD basis",
  "symbols": ["C", "C", "C", "C", "C", "C", "C", "C", "C", "C", "C", "C", "N", "C", "I", "C", "C", "C", "C", "N", "C", "C", "F", "H", "H", "H", "H", "H", "H", "H", "H", "H", "H", "H", "H", "H", "H", "H", "H", "H", "H", "H", "H", "H", "H", "H", "H", "H", "H", "H", "H", "H", "H", "H", "H", "C", "C", "O", "C", "O", "O", "C", "H", "H", "H", "H", "H", "H", "H", "H", "C", "C", "O", "C", "O", "O", "C", "H", "H", "H", "H", "H", "H", "H", "H"],
  "positions_angstrom": [[-0.50976, -2.63205, -1.02239], [0.14620, -2.52676, -2.42496], [-0.57670, -1.56617, -3.38626], [-0.14939, -0.08190, -3.29087], [-1.14475, 0.89451, -2.62689], [-0.65327, 1.57394, -1.32873], [-0.02681, 0.64853, -0.27387], [0.94049, 1.34888, 0.69140], [2.22166, 1.86879, 0.00332], [3.31370, 0.79470, 0.04677], [4.66195, 1.11253, -0.68783], [4.60106, 2.47440, -1.27841], [4.55383, 3.50204, -1.72840], [4.82018, 0.11574, -1.89208], [5.11005, -1.88867, -1.17256], [5.84411, 0.44269, -2.97253], [5.71649, -0.43917, -4.21930], [5.84747, 1.10486, 0.34015], [7.11916, 1.50304, -0.29795], [8.10818, 1.81867, -0.74730], [5.58590, 2.02532, 1.57088], [5.33547, 1.22970, 2.85369], [4.55605, 1.98488, 3.72647], [-0.88351, -3.64501, -0.84115], [0.18623, -2.38327, -0.21417], [-1.36086, -1.94410, -0.94425], [1.18918, -2.19863, -2.32308], [0.18094, -3.52480, -2.87376], [-1.65735, -1.65425, -3.20550], [-0.41820, -1.90813, -4.41652], [0.03218, 0.26693, -4.31504], [0.81889, -0.02282, -2.78037], [-1.36425, 1.69924, -3.33982], [-2.10265, 0.39173, -2.44234], [-1.52062, 2.05901, -0.85774], [0.02331, 2.39499, -1.59236], [0.49508, -0.20027, -0.72989], [-0.83770, 0.20583, 0.31858], [0.43073, 2.16408, 1.22060], [1.23787, 0.62216, 1.46041], [2.55948, 2.79978, 0.47465], [2.00420, 2.09483, -1.04619], [3.51158, 0.52517, 1.08730], [2.90286, -0.11277, -0.41573], [3.83028, 0.07449, -2.36465], [6.85924, 0.36939, -2.57269], [5.68902, 1.48808, -3.26460], [6.22035, -1.40144, -4.09637], [6.17496, 0.06623, -5.07624], [4.66464, -0.61467, -4.47496], [5.99479, 0.07595, 0.68813], [4.71779, 2.66837, 1.38660], [6.45411, 2.67058, 1.72235], [6.27607, 0.99668, 3.36661], [4.81137, 0.28581, 2.66288], [-4.28106, -4.41354, 4.91136], [-2.95492, -4.03362, 4.29218], [-2.70953, -4.75520, 3.06984], [-3.33594, -4.28661, 1.99305], [-4.04349, -3.30984, 1.95127], [-3.03279, -5.07698, 0.96041], [-3.63603, -4.69594, -0.27846], [-4.33452, -5.49209, 5.06251], [-4.39084, -3.92199, 5.87827], [-5.10977, -4.10847, 4.27413], [-2.12505, -4.31307, 4.93818], [-2.89712, -2.96398, 4.09303], [-3.44552, -3.64567, -0.48815], [-4.70979, -4.87571, -0.25431], [-3.17229, -5.31685, -1.03953], [-6.65451, 5.13506, 0.55706], [-7.08052, 4.35654, 1.78169], [-6.96458, 2.93640, 1.57802], [-5.73314, 2.44103, 1.70155], [-4.74168, 3.06419, 1.99107], [-5.77876, 1.13522, 1.43626], [-4.51110, 0.47391, 1.51333], [-7.21708, 4.80562, -0.31712], [-6.84311, 6.19788, 0.71059], [-5.59195, 4.99897, 0.36058], [-8.13605, 4.51085, 1.99724], [-6.49977, 4.64067, 2.65853], [-4.03976, 0.65599, 2.47702], [-3.86009, 0.82643, 0.71857], [-4.71047, -0.58689, 1.38882]],
  "orbital_gap_ev": 10.1,
  "e_homo_ev": -10.01,
  "smiles": "CCCCCCCCCC[C@](C#N)([C@H](I)CC)[C@@H](C#N)CCF.CCOC(=O)OC.CCOC(=O)OC"
}

=====

Number 1 is which compound? C27H48ClN5OPRh